Formula: C48H128B5F20N8O16
Source: the OMol25 dataset
Level of theory: ωB97M-V/def2-TZVPD

```
225
Properties=species:S:1:pos:R:3:forces:R:3
C -5.0569 -2.4823 8.9833 -0.5371 0.5797 -0.4076
O -3.8756 -1.9705 9.6210 0.1968 -0.0593 0.7295
C -3.7995 -0.5720 9.8811 1.8156 -0.9330 -0.3447
C -2.2599 -0.2563 10.1799 -0.5157 1.2796 -1.2011
N -1.3863 -0.7196 8.9995 2.6450 -0.4791 2.5423
H -1.4375 -1.7210 9.1202 -0.6305 -0.7043 -1.4151
H -1.6452 -0.2865 8.1246 -0.6211 -0.7686 -0.3221
C 0.1831 -0.4851 9.0884 0.8442 -0.7373 -0.9967
C 1.0068 -1.5124 8.1465 -1.7785 -0.0203 0.9580
O 0.4008 -1.6882 6.9248 -1.0922 1.0193 -2.6236
C 0.8713 -0.7738 5.8561 -0.7393 -1.0122 1.0102
H -5.9929 -1.9668 9.1983 0.2376 0.6483 0.4247
H -5.3127 -3.5033 9.2666 0.8985 -0.0772 0.0228
H -4.9114 -2.3801 7.9079 -0.0751 -0.3524 -0.1127
H -4.3804 -0.2645 10.7506 -0.1414 0.0993 -0.1151
H -4.0824 -0.0641 8.9591 -0.2479 0.5517 0.0933
H -1.8867 -0.6138 11.1396 0.0235 -0.6294 -0.3738
H -2.0024 0.8026 10.1541 -0.8706 0.3072 0.4629
H 0.6107 -0.6711 10.0736 -0.7545 0.2441 0.3090
H 0.4205 0.5283 8.7648 -0.4275 0.0907 0.1886
H 0.8943 -2.5195 8.5478 0.4641 0.1009 0.7494
H 2.0605 -1.2450 8.0664 0.0218 0.2639 0.3230
H 0.2530 -0.7628 4.9585 -0.2979 -0.9899 0.1257
H 1.8441 -1.1999 5.6108 0.3129 1.1299 -0.1346
H 0.7012 0.2469 6.1988 1.1833 0.2628 0.2609
C -1.0835 -0.4639 -6.7590 -0.2140 -0.6138 1.8372
O -0.6700 -1.8416 -7.0028 0.8333 -0.1308 -1.3621
C -1.7485 -2.7354 -7.0954 -0.7871 0.4697 0.2719
C -2.4441 -2.7546 -8.4665 0.4473 0.7821 1.7172
N -1.3961 -3.1451 -9.4216 -0.7665 0.1467 -2.0794
H -0.4780 -2.8396 -9.1321 0.4552 0.2904 0.3791
H -1.3738 -4.1537 -9.3739 0.5693 -0.7948 -0.4658
C -1.7214 -2.7335 -10.8886 -0.0460 -1.0344 0.2967
C -0.8870 -3.7153 -11.8482 -0.5614 1.6209 0.4857
O -1.0530 -5.0671 -11.5863 0.1688 1.1177 0.8193
C -2.1737 -5.5436 -12.3118 0.1851 -1.3116 0.5829
H -1.4252 0.2348 -7.5227 -0.3372 -0.8726 -0.7390
H -0.2873 0.1040 -6.2777 0.3665 -0.5177 -0.0323
H -1.8332 -0.6545 -5.9911 -0.3893 1.1377 -0.2401
H -2.4338 -2.5593 -6.2663 -0.6067 0.4823 -0.2306
H -1.5444 -3.7913 -6.9181 1.4059 -0.0011 0.0310
H -2.8468 -1.8041 -8.8166 -0.3095 -0.1157 0.4081
H -3.1600 -3.5586 -8.2959 -0.3851 0.2125 -0.9796
H -1.5557 -1.6801 -11.1143 1.1460 0.0264 0.4808
H -2.8082 -2.6555 -10.8586 -0.2377 -1.2206 -0.6064
H 0.1235 -3.3393 -11.6884 0.3849 -0.7135 0.1322
H -1.0867 -3.5569 -12.9080 -0.2678 0.6194 0.0226
H -2.8894 -4.7587 -12.5563 0.0808 -0.0705 -0.2134
H -2.6424 -6.2677 -11.6455 -0.2636 -0.0619 -0.2452
H -1.7506 -6.0835 -13.1590 -0.5608 0.1833 -0.4040
C -4.8906 -0.2077 4.5790 0.5716 -1.6752 0.4830
O -5.2280 -1.3391 3.8336 -1.3807 -1.3411 -1.2523
C -4.4758 -1.7642 2.7083 0.8307 0.3034 1.1090
C -3.1825 -2.5289 3.1623 -0.9227 -0.7383 -1.7269
N -3.3923 -3.5358 4.2994 0.0969 1.0000 0.6289
H -4.3621 -3.7687 4.4586 -0.8489 0.2043 -0.5578
H -2.9881 -4.4371 4.0888 0.6353 -0.2753 -0.3016
C -2.9370 -3.0464 5.6590 -0.1265 -0.4317 0.4823
C -2.3623 -4.1866 6.5098 -2.0578 -0.6304 -0.1992
O -3.4579 -5.0792 7.0122 1.9958 2.7892 -1.6664
C -2.9607 -6.0899 7.8329 -0.1556 -1.5547 1.1181
H -3.8006 -0.2088 4.5691 0.3892 1.2004 0.0403
H -5.1632 -0.5854 5.5644 -0.1434 0.8300 0.5329
H -5.4369 0.7072 4.3496 0.3126 0.0311 -0.3717
H -4.2353 -0.9513 2.0232 0.3219 0.1347 -0.0133
H -4.9873 -2.4820 2.0670 -0.9146 0.2365 0.4710
H -2.2485 -1.9748 3.2560 -0.1526 -0.0636 0.5825
H -3.1055 -3.1541 2.2727 0.8116 -0.1432 0.0004
H -3.8350 -2.6051 6.0914 0.3482 0.3489 0.0979
H -2.1197 -2.3502 5.4707 -0.2169 0.2098 0.1726
H -1.7663 -3.8474 7.3570 -0.0747 0.2302 -0.0594
H -1.6906 -4.5984 5.7565 0.3575 -1.2359 0.4914
H -3.6167 -6.2441 8.6896 -0.4810 0.1339 -0.1984
H -2.0099 -5.9052 8.3330 0.3855 0.3293 -0.5291
H -2.9378 -7.0372 7.2943 0.3161 -0.0040 -0.0292
C 4.1303 1.5389 3.8391 0.0881 -0.0536 -0.1523
O 2.9349 2.3944 3.7627 1.0679 -0.1099 0.2530
C 2.9468 3.3859 2.7106 1.8347 -0.0263 1.6117
C 1.7747 4.2870 2.9243 -2.0475 0.0126 -0.5380
N 1.4852 4.6902 4.3969 0.2566 -1.6694 -1.4307
H 2.3881 4.6789 4.8494 0.3180 -0.4639 0.9154
H 1.2356 5.6679 4.3536 -0.5429 0.3045 0.2355
C 0.4287 3.8633 5.1241 0.5016 0.2586 1.5690
C 0.5449 4.3079 6.6073 -0.0539 2.0612 -1.0370
O 1.8794 4.1438 7.0088 -0.7638 -1.0645 1.3075
C 2.0038 4.3308 8.4559 0.9445 -0.3547 -0.8463
H 4.5806 1.2780 4.7968 -1.3817 0.5334 1.1509
H 5.0563 1.9947 3.4886 -0.4413 0.2373 -1.2936
H 3.8919 0.5558 3.4330 0.1658 0.2943 -0.7129
H 3.1566 2.9757 1.7228 -1.1602 -0.1108 -0.2712
H 3.7925 4.0654 2.8159 0.6848 -0.1321 0.4867
H 0.8428 3.8277 2.5947 -0.0211 0.1058 -0.2099
H 1.8883 5.2473 2.4213 0.1034 -0.3045 -0.3500
H 0.5663 2.7821 5.1393 1.0097 0.1634 -0.7903
H -0.5410 3.9994 4.6453 0.1260 0.5839 0.0921
H -0.2416 4.0203 7.3050 0.1034 -1.3051 -0.0096
H 0.3725 5.3833 6.6502 -0.2245 0.6575 -0.3370
H 2.9230 3.8169 8.7371 0.1233 0.3656 -0.0757
H 1.2255 3.8204 9.0232 -0.4167 0.1941 -0.2357
H 2.0707 5.3971 8.6719 -0.1392 -0.0887 0.1894
C 0.8816 0.1213 2.1374 1.7100 -0.0183 0.5010
O -0.3579 -0.1141 1.6603 -1.8237 -0.0715 -1.5105
C -1.1021 0.9804 1.0897 0.1870 -0.4713 1.1347
C -1.8527 0.4177 -0.0678 1.3009 -0.6404 0.1033
N -0.8625 0.0272 -1.1340 -0.8441 -0.4441 0.0550
H -0.3240 0.8396 -1.3990 0.1538 0.6302 -0.3776
H -0.1911 -0.6297 -0.7628 0.2208 -0.3504 0.3272
C -1.4916 -0.5744 -2.3866 -0.3395 0.6574 1.5528
C -0.4403 -0.8896 -3.4138 -1.0108 -0.9097 0.2784
O 0.4603 -1.8916 -2.8839 0.4836 1.0193 -1.3005
C 1.2979 -2.3864 -4.0040 -0.2860 0.0563 0.8072
H 1.5658 0.7133 1.5296 -0.2726 0.2806 -0.6060
H 1.3310 -0.8712 2.1691 0.3726 0.0713 0.7229
H 0.8229 0.6471 3.0905 0.3371 -0.1061 0.6677
H -0.4756 1.8478 0.8816 0.1068 -0.0016 -0.1369
H -1.8579 1.1911 1.8463 -0.1747 0.6922 0.1212
H -2.6217 1.1325 -0.3605 -0.0274 -0.5769 -0.6924
H -2.1880 -0.5369 0.3376 -0.9657 0.1237 -0.5423
H -2.2504 0.1941 -2.5343 0.0942 -0.1721 -1.5201
H -2.0440 -1.4767 -2.1243 0.1717 -0.0361 0.3912
H 0.0098 0.0104 -3.8327 0.3972 -0.1210 -0.0278
H -1.0883 -1.3774 -4.1419 0.4109 0.1477 -0.7356
H 0.6468 -2.8186 -4.7639 0.0727 -0.1499 0.0446
H 2.0207 -3.1094 -3.6259 -0.4689 -0.1648 0.1847
H 1.9257 -1.6224 -4.4626 -0.3230 0.5217 0.1488
C -4.7106 3.3028 2.7058 0.0715 -1.6840 0.4328
O -5.2083 3.7879 3.9812 0.5492 0.1871 -0.4948
C -4.5905 4.9352 4.4939 -1.3290 0.2949 -1.0761
C -3.5898 4.7984 5.5264 2.2243 -1.2742 3.3342
N -4.1029 4.3379 6.9493 -0.0159 0.2116 -0.5981
H -5.1104 4.2688 6.9620 -0.7069 0.1430 -0.5278
H -3.8447 3.3690 7.0703 0.5609 -0.2526 0.4922
C -3.8306 5.2201 8.1500 -1.2109 1.3017 -0.9340
C -4.3707 4.5607 9.3941 0.1419 -0.3698 -1.0816
O -3.5252 3.4654 9.6370 -0.4168 -0.3145 0.2351
C -2.4138 3.8938 10.3305 2.3181 -0.1544 -0.0050
H -5.4833 2.6863 2.2465 -0.3585 0.4625 0.0738
H -3.9471 2.5570 2.9269 0.4971 0.0579 0.0076
H -4.3110 3.9703 1.9424 -0.3151 0.7671 0.5237
H -5.3872 5.5203 4.9534 -0.1985 0.6262 -0.5326
H -4.0235 5.4737 3.7345 -0.5676 0.4608 -0.4333
H -3.0442 5.7072 5.7804 -0.3617 0.3346 -0.4352
H -2.8132 4.0552 5.3458 -0.0541 -0.1209 -0.4365
H -4.4245 6.1043 7.9187 -0.2002 0.1458 0.0753
H -2.8293 5.6467 8.2088 0.2758 -0.8596 -0.0781
H -5.3414 4.0962 9.2205 -0.3118 0.4877 0.0116
H -4.4309 5.3177 10.1761 0.0324 -0.2885 0.3589
H -1.6705 3.0966 10.3293 -0.5512 -0.7923 1.2532
H -2.6622 4.3900 11.2687 0.2497 -0.4595 0.2169
H -1.7207 4.5250 9.7744 -0.5956 1.2597 -0.5118
C 6.2211 -3.2382 -11.1935 -0.3241 -0.1442 -0.1110
O 5.2126 -2.8481 -10.2468 0.3707 -0.1239 0.5817
C 4.7721 -3.8109 -9.2398 -2.0431 0.3459 -0.2338
C 4.4284 -3.1462 -7.8425 0.6538 0.1454 -0.7636
N 2.9836 -2.5847 -7.6809 3.1452 1.6126 -0.5039
H 2.2526 -3.2742 -7.5801 -0.1971 -0.6687 -0.2303
H 3.0446 -2.0416 -6.8315 0.0374 -0.2362 1.2011
C 2.5786 -1.4996 -8.6228 -1.7163 -1.2495 -1.2579
C 2.9156 -0.0948 -8.2688 1.7959 0.7563 1.2658
O 2.8737 0.1136 -6.8400 -1.0230 1.3218 -1.6368
C 2.9310 1.5674 -6.5487 0.7091 -2.3765 0.1965
H 7.1316 -3.5291 -10.6696 0.0440 -0.0795 -0.2634
H 6.4074 -2.4720 -11.9460 0.1471 1.0833 0.9625
H 5.9157 -3.9532 -11.9574 -0.4431 -1.1611 0.7722
H 5.3053 -4.7591 -9.1709 0.8218 0.4887 0.2200
H 3.8178 -4.1548 -9.6386 -0.3229 -0.2277 0.0665
H 5.1523 -2.3453 -7.6924 -0.5312 0.6118 -0.2051
H 4.5971 -3.6758 -6.9049 -0.1821 -0.9288 -0.5965
H 1.5072 -1.6997 -8.6304 -0.2996 0.7542 -0.1431
H 2.9148 -1.6722 -9.6452 0.2958 -0.3819 0.1311
H 2.4030 0.6432 -8.8858 -1.1584 -0.1971 0.3329
H 3.9255 0.1708 -8.5813 0.6421 -0.5303 0.0337
H 2.1748 2.1513 -7.0735 -0.3561 -0.2401 0.4163
H 3.9137 1.9161 -6.8663 0.1702 0.1543 0.0784
H 2.8774 1.4816 -5.4634 -0.3256 1.0482 -0.0758
C 4.9883 5.5167 -3.0757 -0.1588 0.9381 -0.0283
O 4.9809 4.1298 -3.0491 -0.2769 -0.9558 0.5336
C 6.1494 3.5455 -3.5705 -1.0704 -0.4313 -0.2740
C 5.8807 2.0544 -3.6740 -0.2821 -0.6317 0.9135
N 5.8330 1.3308 -2.3029 0.7751 0.6208 -0.6935
H 5.7333 0.3417 -2.4812 -0.8925 -1.2080 -0.5884
H 6.7273 1.3239 -1.8335 0.6553 0.4669 -0.0649
C 4.8161 1.8175 -1.3110 0.1995 -0.9322 -1.4425
C 4.5451 0.6600 -0.3324 0.4387 0.0240 -0.2177
O 4.5488 -0.6350 -0.9645 0.7895 2.2278 0.2234
C 3.2847 -1.2248 -0.9611 -0.6844 -0.4120 -0.0496
H 4.1890 5.9003 -2.4416 0.1167 -0.2277 0.2252
H 4.7595 5.9167 -4.0635 0.2691 -0.0743 -0.3099
H 5.9590 5.8790 -2.7371 0.0514 0.3684 0.0605
H 7.0110 3.7744 -2.9433 0.3328 0.0777 -0.0515
H 6.2703 3.9286 -4.5838 0.5604 -0.0610 -0.1626
H 6.5848 1.5149 -4.3074 0.1189 0.0245 0.2257
H 4.8799 1.8537 -4.0565 0.0669 0.2700 -0.2055
H 3.9401 2.0587 -1.9131 -0.1045 0.2501 0.3211
H 5.3123 2.7097 -0.9291 -0.7620 0.0312 0.5757
H 3.5956 0.9012 0.1456 -0.1422 -0.2540 0.0897
H 5.3398 0.6844 0.4132 0.0881 -0.3086 0.2354
H 3.2998 -2.1326 -1.5642 0.2829 -0.0396 0.2738
H 2.5016 -0.6012 -1.3923 0.0337 0.2814 -0.0021
H 3.0773 -1.4160 0.0917 -0.6121 -0.4993 0.0931
B 0.8949 2.8711 -1.4434 2.2582 0.7361 -1.9259
F 1.5147 3.3282 -2.6010 0.2901 -0.0821 -0.0752
F -0.4107 2.7177 -1.6491 -2.7263 -1.0810 -0.1605
F 1.5445 1.6854 -1.0404 0.0567 -1.6111 0.3270
F 1.0907 3.7312 -0.4258 0.4198 2.0287 2.5882
B 5.3316 -2.2106 -4.5924 3.3872 0.6099 -0.3967
F 5.7732 -1.4451 -5.7220 0.6299 0.0468 0.1460
F 4.1348 -2.6295 -4.9405 -3.8717 -0.5501 0.0337
F 6.0890 -3.3418 -4.3119 0.5863 0.0842 -0.0882
F 5.4828 -1.3309 -3.4813 -0.6878 0.4353 0.4348
B -2.5118 2.2041 -5.8181 0.0056 1.5098 -0.7181
F -3.2740 1.9362 -6.9467 0.2443 -0.5854 -1.1884
F -2.6815 1.1741 -4.9457 0.2730 -1.5889 1.5221
F -1.1384 2.4590 -6.0726 0.5086 -0.9357 -0.5171
F -2.9702 3.3762 -5.3040 -0.8428 1.5012 1.1670
B -5.1418 -1.3590 -1.1297 -1.9956 -0.4796 -2.5985
F -5.1502 -1.2384 -2.5351 0.3515 -0.1267 0.1156
F -4.1752 -2.2540 -0.7649 1.8537 -0.9142 1.1020
F -4.9988 -0.1295 -0.5956 1.4053 2.5100 1.5845
F -6.3716 -1.8044 -0.6965 -1.0488 -0.9227 0.6156
B 1.1824 -5.4733 -7.6503 0.0377 -2.9602 0.4194
F 2.2484 -6.2755 -7.9540 1.7918 0.0722 -0.6929
F 1.3063 -5.1162 -6.3320 -0.2555 1.2335 1.0292
F 1.0552 -4.3924 -8.4852 0.2541 2.5783 -1.1612
F 0.0895 -6.2579 -7.9076 -2.0955 -0.3893 0.2124
```
Positions in Å, forces in eV/Å.

Net charge: +3
Strongest force on any atom (eV/A): 4.206
Energy (eV): -154251.75154
LUMO (eV): -8.474
Orbital gap (eV): 4.09

These are the Löwdin partial charges, in e, on atoms 1 to 2: number 1, C, carries -0.053; number 2, O, carries -0.204